Record 1
44
Properties=species:S:1:pos:R:3:mulliken_spin:R:1 method="wB97M-V/def2-TZVPD" e_above_lowest_ev=1.6069 charge=-1 fmax_ev_per_a=5.8 spin_multiplicity=4 homo_lumo_gap_ev="4.53 / 6.00" lumo_ev="2.4 / 2.4"
O 0.6811 -1.9391 -1.8251 0.00
C -3.3041 -0.1718 1.0103 0.01
H -4.6118 2.1901 -0.2056 0.00
C 0.8388 -3.1657 -1.7720 0.01
H 3.8263 -3.7669 -0.5184 0.00
H 0.0583 -2.2674 0.7623 0.01
C -2.7106 0.1503 -1.3977 0.03
H 2.4094 -5.7831 -0.3247 0.00
H -4.7570 1.4559 -1.6382 0.00
H -2.2634 -0.3284 1.2941 0.00
O 3.2704 0.9352 -2.9084 0.00
C -4.7066 1.1733 -0.5867 0.00
C -0.6989 2.4731 1.2723 0.02
H 1.3470 -5.7731 -1.7786 0.00
C 2.1646 -5.2750 -1.2574 0.00
H 1.9276 2.3471 0.7692 0.01
H 2.2288 2.7937 2.5235 0.00
V 0.4742 -0.0124 -0.5867 2.89
H 0.1650 -3.9352 -2.1797 0.00
H 3.1082 -5.4464 -1.7754 0.00
H -3.8036 -1.1296 1.1553 0.00
C 2.9770 -3.0859 -0.5749 0.00
O 2.7689 2.6665 -1.5602 0.00
H 0.3919 5.0147 2.8137 0.00
H -1.0373 4.0045 3.2886 0.00
O 0.9653 1.2892 -2.1618 0.00
N 1.8705 -3.8417 -1.2117 0.01
O -0.4903 1.6235 0.3782 0.00
H 3.3373 -2.3161 -1.2572 0.00
H 2.9498 -2.6705 0.4325 0.00
O 2.4669 0.4925 -0.6249 0.02
N -3.5424 0.3023 -0.3502 0.00
H -3.0733 0.7033 -2.2779 0.00
C 1.7042 3.0218 1.5957 0.00
H -3.7037 0.4824 1.7852 0.00
O -1.5945 -0.3543 -1.2562 -0.01
H 2.1526 4.0052 1.4549 0.00
H -5.6293 0.7970 -0.1449 0.00
H 0.3609 3.5130 3.8771 0.00
C 0.0060 4.0078 2.9729 0.00
O 0.4510 -1.3917 0.9453 0.00
H -1.6555 2.8061 1.7039 0.00
N 0.2867 3.0768 1.9398 0.01
S 2.3937 1.3291 -1.8002 0.00

---

Record 2
36
Properties=species:S:1:pos:R:3:lowdin_charge:R:1 method="wB97M-V/def2-TZVPD" fmax_ev_per_a=0.2 smiles="COCCOCP(C)C.CN(C)C=O" spin_multiplicity=1 homo_lumo_gap_ev=9.28 lumo_ev=0.7
H 3.4057 3.9027 3.3189 0.03
O 0.2012 -0.2702 -2.6961 -0.19
C 2.3035 1.7565 0.3985 -0.42
C 1.1488 -0.2434 -1.6461 -0.21
H -0.7445 1.5597 -2.3351 0.09
H -4.9041 -0.9610 -0.2224 0.13
H 3.4155 -0.2042 2.4619 0.03
H 2.5882 4.3186 1.8171 0.03
H -5.3494 -3.0328 -0.6087 0.08
H -1.4213 0.1672 -1.4692 0.06
C 2.0972 0.9408 -1.8191 -0.20
H 0.6391 -0.2035 -0.6771 0.11
C -4.3451 -3.4429 -0.5160 -0.06
H 1.7911 3.2503 2.9877 0.04
H 2.7505 0.7463 -2.6693 0.13
H -4.3543 -4.2012 0.2698 0.09
H -1.8619 -3.7487 -0.1680 0.09
H 3.6958 0.8849 3.8232 0.03
C 3.1370 0.7570 2.8959 -0.33
P 3.5795 2.0943 1.7068 0.88
H 1.5208 1.1034 0.8010 0.08
C -2.0102 -2.6801 -0.0301 -0.03
H 1.5163 1.8455 -2.0425 0.12
N -3.4212 -2.3768 -0.1988 -0.19
H -1.6704 -2.3938 0.9657 0.10
H -1.6631 0.3279 -3.2212 0.09
H 2.0686 0.7489 3.1206 0.03
H -4.0809 -3.9238 -1.4601 0.09
C 2.7499 3.5167 2.5382 -0.33
O 2.9486 1.1621 -0.7134 -0.22
H 1.8250 2.6992 0.1001 0.09
H -1.4076 -2.1391 -0.7609 0.08
C -3.8218 -1.0967 -0.0607 -0.35
C -0.9580 0.4876 -2.4077 -0.10
H 1.7098 -1.1783 -1.6915 0.13
O -3.0782 -0.1731 0.2083 0.00

---

Record 3
36
Properties=species:S:1:pos:R:3:lowdin_charge:R:1 method="wB97M-V/def2-TZVPD" e_above_lowest_ev=0.6944 fmax_ev_per_a=1.3 spin_multiplicity=1 homo_lumo_gap_ev=7.65 lumo_ev=-0.6
H 3.3038 -1.1964 -2.9624 -0.20
H 2.6233 -3.0520 -3.1309 -0.08
B 2.8563 -2.0108 -3.7376 -0.50
H -1.5286 -2.3212 2.4865 0.09
C 0.9276 -0.7128 2.0371 -0.04
N -0.5551 -0.1892 0.1066 -0.12
H -2.1316 0.4121 -1.8076 0.09
H -1.9419 -2.1317 0.7861 0.09
C -1.1263 -2.0744 1.5018 -0.02
H -2.5860 1.7384 0.3351 0.13
C -0.4986 -0.6583 1.4712 -0.51
H 1.0857 2.4469 0.3060 0.08
H 1.4908 1.0996 -0.7186 0.05
C -1.3393 1.1684 -1.7593 -0.03
H -1.4049 3.0400 0.3636 0.13
C 0.7142 1.8504 -0.5320 -0.02
H 0.7674 2.4957 -1.4125 0.09
H -0.3500 -2.8056 1.2761 0.08
H 1.5275 0.1184 1.6488 0.07
H -1.8227 2.1273 -1.9466 0.09
H 0.9923 -0.7245 3.1251 0.09
H -0.4805 -1.2035 -1.4868 0.11
H 3.6392 -2.2236 -4.6339 -0.07
Rb 3.3634 -1.3880 -0.5308 0.88
H -2.4064 -0.0974 2.2674 0.12
O 0.1590 -1.0247 -0.7903 -0.04
H 1.8149 -1.5395 -4.1534 -0.07
H 1.4957 -1.6033 1.7411 0.04
C -1.2272 1.7244 2.0280 -0.16
C -1.5395 1.9733 0.5593 -0.15
H -0.1643 1.9608 2.1435 0.11
C -1.3731 0.2423 2.3549 -0.14
H -1.8933 2.3099 2.6560 0.12
H -0.6739 0.9454 -2.5957 0.09
H -1.0562 0.1339 3.3939 0.12
C -0.6615 1.1695 -0.3896 -0.52

---

Record 4
40
Properties=species:S:1:pos:R:3:lowdin_charge:R:1 method="wB97M-V/def2-TZVPD" e_above_lowest_ev=0.0000 fmax_ev_per_a=1.4 smiles="NC(=O)OP(O)Br.CCOCC.CCOCC" spin_multiplicity=1 homo_lumo_gap_ev=10.19 lumo_ev=0.6
O -3.5899 -3.1764 0.8676 0.14
H 5.5113 -0.3776 2.1251 0.11
N -3.8047 -1.3482 2.2174 0.14
H -4.6590 3.4451 -2.0469 0.07
H -2.9178 1.3703 -2.4838 0.07
H 6.5103 0.8270 0.1217 0.07
H -3.1833 -1.2063 2.9988 0.09
H 4.0584 0.5850 1.9456 0.11
O -4.6200 1.3004 -0.2652 -0.17
H 5.0237 1.7587 -0.0239 0.08
H 5.6513 -0.8572 -1.0313 0.11
H 4.5157 -2.1868 -0.9101 0.12
C -4.6123 3.6561 -0.9781 -0.08
H 0.4254 -3.6448 0.1273 0.05
C -3.4881 0.4618 -2.2853 -0.07
H -2.8962 2.4146 -0.5337 0.11
C 5.6639 1.2272 0.6811 -0.08
H 6.8562 -1.7471 1.0215 0.07
H 6.0536 1.9412 1.4068 0.08
H 5.6811 -3.0564 1.1093 0.08
O -0.2208 -3.0111 -0.1818 -0.30
O 4.2796 -0.8005 0.5163 -0.19
O -2.1377 -1.5101 0.5390 -0.32
C 4.8807 0.1349 1.3895 -0.28
Br 0.5437 -0.1980 0.6274 0.27
H -4.1318 -0.4591 1.8652 0.09
C -4.7920 0.7428 -1.5590 -0.27
C -3.2006 -2.0993 1.2036 -0.66
H -5.3266 -0.1940 -1.4020 0.12
H -5.4464 1.3780 -2.1661 0.11
P -0.6702 -2.0486 1.0239 0.49
H -3.8967 2.8015 0.8508 0.12
C 6.1787 -2.3636 0.4297 -0.08
C 5.1552 -1.5289 -0.3217 -0.28
H -5.6340 3.7992 -0.6248 0.08
H 6.7823 -2.9384 -0.2728 0.08
C -3.9344 2.5375 -0.2061 -0.28
H -4.0630 4.5886 -0.8476 0.08
H -2.8609 -0.1973 -1.6846 0.06
H -3.6844 -0.0205 -3.2429 0.08